1.
This record from the Open Molecules 2025 dataset describes 2 unconnected molecules or ions with the total composition CH9N2O. The level of theory is wB97M-V/def2-TZVPD.

The value obtained for the HOMO energy is -0.535 hartree. The net charge is +1. The calculation puts the frontier orbital gap at 11.3 eV. The energy above the lowest of the compared OMol25 structures with the same formula, charge and spin comes out at 0.163 eV. As for the lowest unoccupied orbital energy: -3.280 eV.

Last columns: bonded neighbours and bond lengths (Å).
Element x y z (Å)
1 O 1.543 0.709 -1.886  H2 0.964, H4 0.958
2 H 2.252 0.255 -2.356  O1 0.964
3 H 0.784 0.177 -0.213  N5 1.029
4 H 1.564 1.544 -2.353  O1 0.958
5 N 0.639 -0.362 0.651  H3 1.029, C6 1.538, H8 1.021, H9 1.017
6 C -0.834 -0.750 0.865  N5 1.538, N7 1.388, H10 1.096, H11 1.087
7 N -1.731 0.298 0.715  C6 1.388, H12 1.001, H13 1.007
8 H 1.216 -1.196 0.769  N5 1.021
9 H 0.883 0.278 1.402  N5 1.017
10 H -0.949 -1.468 0.044  C6 1.096
11 H -0.890 -1.316 1.790  C6 1.087
12 H -2.222 0.701 1.490  N7 1.001
13 H -2.235 0.368 -0.154  N7 1.007

=====

2.
This record from the Open Molecules 2025 dataset describes C5H10O in the gas phase. The level of theory is wB97M-V/def2-TZVPD.

The value obtained for the HOMO energy is -0.358 hartree. The net charge is 0. The calculation puts the frontier orbital gap at 10.8 eV. The energy above the lowest of the compared OMol25 structures with the same formula, charge and spin comes out at 0.982 eV. As for the lowest unoccupied orbital energy: 1.027 eV. The SMILES is CCC1(O)CC1.

Last columns: bonded neighbours and bond lengths (Å).
Element x y z (Å)
1 C -1.471 0.881 -1.051  C2 1.527, H7 1.095, H8 1.095, H9 1.096
2 C -0.216 1.036 -0.195  C1 1.527, C3 1.516, H10 1.100, H11 1.097
3 C 0.172 -0.248 0.511  C2 1.516, O4 1.405, C5 1.492, C6 1.502
4 O -0.705 -0.631 1.539  C3 1.405, H12 0.967
5 C 0.727 -1.396 -0.262  C3 1.492, C6 1.513, H13 1.086, H14 1.087
6 C 1.620 -0.611 0.672  C3 1.502, C5 1.513, H15 1.086, H16 1.087
7 H -1.845 1.853 -1.388  C1 1.095
8 H -2.262 0.386 -0.479  C1 1.095
9 H -1.263 0.272 -1.939  C1 1.096
10 H -0.380 1.813 0.567  C2 1.100
11 H 0.625 1.381 -0.811  C2 1.097
12 H -0.575 -0.014 2.271  O4 0.967
13 H 0.424 -2.387 0.063  C5 1.086
14 H 0.865 -1.288 -1.335  C5 1.087
15 H 1.915 -1.097 1.598  C6 1.086
16 H 2.368 0.049 0.239  C6 1.087

=====

3.
This record from the Open Molecules 2025 dataset describes 15 unconnected molecules or ions with the total composition C48H54BrCl2F14NO43. The level of theory is wB97M-V/def2-TZVPD.

The value obtained for the HOMO energy is -0.346 hartree. The net charge is 0. The calculation puts the frontier orbital gap at 9.0 eV. As for the lowest unoccupied orbital energy: -0.378 eV.

Last columns: bonded neighbours and bond lengths (Å).
Element x y z (Å)
1 C -5.364 -1.868 -4.198  C2 1.536, H12 1.087, H13 1.091, H14 1.088
2 C -4.047 -2.058 -3.431  C1 1.536, Cl3 1.796, C4 1.531, H15 1.079
3 Cl -3.414 -3.707 -3.754  C2 1.796
4 C -3.008 -1.027 -3.880  C2 1.531, Cl5 1.772, C6 1.581, H16 1.087
5 Cl -2.657 -1.226 -5.605  C4 1.772
6 C -1.739 -1.106 -2.940  C4 1.581, Br7 1.964, O8 1.382, H17 1.090
7 Br -0.159 -1.908 -3.788  C6 1.964
8 O -2.128 -1.754 -1.783  C6 1.382, C9 1.413
9 C -1.129 -2.206 -0.892  O8 1.413, C10 1.521, H18 1.092, H19 1.093
10 C -0.135 -1.171 -0.389  C9 1.521, N11 1.473, H20 1.091, H21 1.095
11 N 1.115 -1.868 -0.041  C10 1.473, H22 1.011, H23 1.013
12 H -6.220 -2.205 -3.619  C1 1.087
13 H -5.467 -0.814 -4.459  C1 1.091
14 H -5.311 -2.404 -5.143  C1 1.088
15 H -4.236 -1.964 -2.373  C2 1.079
16 H -3.448 -0.046 -3.722  C4 1.087
17 H -1.449 -0.079 -2.720  C6 1.090
18 H -1.678 -2.575 -0.023  C9 1.092
19 H -0.590 -3.076 -1.279  C9 1.093
20 H -0.523 -0.679 0.504  C10 1.091
21 H 0.104 -0.392 -1.121  C10 1.095
22 H 1.752 -1.151 0.281  N11 1.011
23 H 1.486 -2.329 -0.863  N11 1.013
24 C 1.084 1.983 2.740  C25 1.510, O29 1.436, H31 1.091, H32 1.086
25 C 2.228 1.670 1.804  C24 1.510, O26 1.422, F30 1.357, H33 1.089
26 O 1.653 1.899 0.524  C25 1.422, C27 1.364
27 C 0.681 2.840 0.696  O26 1.364, O28 1.186, O29 1.348
28 O 0.189 3.449 -0.196  C27 1.186
29 O 0.375 2.989 2.000  C24 1.436, C27 1.348
30 F 2.601 0.369 1.897  C25 1.357
31 H 0.439 1.118 2.892  C24 1.091
32 H 1.411 2.362 3.704  C24 1.086
33 H 3.101 2.308 1.929  C25 1.089
34 C -5.893 -5.605 -2.117  C35 1.509, O39 1.443, H41 1.092, H42 1.084
35 C -5.470 -6.959 -2.629  C34 1.509, O36 1.418, F40 1.359, H43 1.091
36 O -6.590 -7.770 -2.311  C35 1.418, C37 1.365
37 C -7.690 -6.961 -2.317  O36 1.365, O38 1.186, O39 1.348
38 O -8.809 -7.354 -2.344  C37 1.186
39 O -7.324 -5.664 -2.293  C34 1.443, C37 1.348
40 F -4.383 -7.439 -1.969  C35 1.359
41 H -5.635 -5.474 -1.064  C34 1.092
42 H -5.461 -4.776 -2.667  C34 1.084
43 H -5.285 -7.009 -3.703  C35 1.091
44 C -0.064 -6.215 -3.208  C45 1.513, O49 1.433, H51 1.090, H52 1.086
45 C -1.222 -7.185 -3.111  C44 1.513, O46 1.418, F50 1.354, H53 1.091
46 O -0.690 -8.354 -3.711  C45 1.418, C47 1.364
47 C 0.660 -8.331 -3.513  O46 1.364, O48 1.185, O49 1.354
48 O 1.377 -9.263 -3.654  C47 1.185
49 O 1.062 -7.098 -3.124  C44 1.433, C47 1.354
50 F -2.295 -6.763 -3.821  C45 1.354
51 H -0.051 -5.694 -4.166  C44 1.090
52 H -0.045 -5.483 -2.406  C44 1.086
53 H -1.539 -7.412 -2.093  C45 1.091
54 C 5.468 -3.758 -2.882  C55 1.516, O59 1.440, H61 1.082, H62 1.085
55 C 5.022 -3.067 -1.609  C54 1.516, O56 1.416, F60 1.356, H63 1.092
56 O 3.629 -2.921 -1.815  C55 1.416, C57 1.366
57 C 3.230 -3.938 -2.635  O56 1.366, O58 1.186, O59 1.346
58 O 2.100 -4.251 -2.806  C57 1.186
59 O 4.295 -4.525 -3.213  C54 1.440, C57 1.346
60 F 5.569 -1.836 -1.450  C55 1.356
61 H 5.676 -3.059 -3.680  C54 1.082
62 H 6.328 -4.405 -2.740  C54 1.085
63 H 5.191 -3.644 -0.697  C55 1.092
64 C 1.963 4.079 -2.645  C65 1.509, O69 1.435, H71 1.091, H72 1.079
65 C 3.183 4.964 -2.720  C64 1.509, O66 1.415, F70 1.363, H73 1.090
66 O 3.641 4.746 -4.042  C65 1.415, C67 1.368
67 C 2.547 4.423 -4.799  O66 1.368, O68 1.183, O69 1.354
68 O 2.526 4.430 -5.982  C67 1.183
69 O 1.499 4.107 -4.003  C64 1.435, C67 1.354
70 F 4.152 4.573 -1.845  C65 1.363
71 H 2.220 3.055 -2.369  C64 1.091
72 H 1.210 4.447 -1.966  C64 1.079
73 H 2.984 6.026 -2.577  C65 1.090
74 C 7.761 2.058 2.900  C75 1.513, O79 1.434, H81 1.090, H82 1.086
75 C 7.120 1.063 1.958  C74 1.513, O76 1.419, F80 1.351, H83 1.091
76 O 5.940 0.705 2.660  C75 1.419, C77 1.360
77 C 5.596 1.767 3.437  O76 1.360, O78 1.189, O79 1.347
78 O 4.534 1.900 3.954  C77 1.189
79 O 6.615 2.641 3.535  C74 1.434, C77 1.347
80 F 7.884 -0.037 1.778  C75 1.351
81 H 8.379 1.560 3.648  C74 1.090
82 H 8.350 2.815 2.392  C74 1.086
83 H 6.846 1.470 0.983  C75 1.091
84 C -7.978 1.935 -1.802  C85 1.510, O89 1.433, H91 1.091, H92 1.086
85 C -7.064 2.726 -2.709  C84 1.510, O86 1.428, F90 1.358, H93 1.086
86 O -5.778 2.225 -2.344  C85 1.428, C87 1.356
87 C -5.955 0.951 -1.917  O86 1.356, O88 1.188, O89 1.351
88 O -5.081 0.156 -1.789  C87 1.188
89 O -7.259 0.702 -1.667  C84 1.433, C87 1.351
90 F -7.114 4.056 -2.438  C85 1.358
91 H -8.083 2.402 -0.821  C84 1.091
92 H -8.963 1.770 -2.229  C84 1.086
93 H -7.233 2.569 -3.770  C85 1.086
94 C 4.375 -1.013 5.434  C95 1.510, O99 1.431, H101 1.089, H102 1.087
95 C 5.602 -1.314 6.260  C94 1.510, O96 1.418, F100 1.358, H103 1.091
96 O 5.094 -1.265 7.582  C95 1.418, C97 1.364
97 C 3.776 -1.611 7.521  O96 1.364, O98 1.184, O99 1.353
98 O 3.100 -1.905 8.447  C97 1.184
99 O 3.331 -1.562 6.244  C94 1.431, C97 1.353
100 F 6.559 -0.361 6.112  C95 1.358
101 H 4.215 0.058 5.316  C94 1.089
102 H 4.390 -1.480 4.453  C94 1.087
103 H 6.048 -2.294 6.079  C95 1.091
104 C -8.681 6.478 -6.471  C105 1.512, O109 1.433, H111 1.090, H112 1.086
105 C -7.175 6.352 -6.408  C104 1.512, O106 1.419, F110 1.351, H113 1.091
106 O -7.005 5.280 -5.494  C105 1.419, C107 1.356
107 C -8.103 4.491 -5.590  O106 1.356, O108 1.189, O109 1.348
108 O -8.175 3.384 -5.160  C107 1.189
109 O -9.098 5.126 -6.242  C104 1.433, C107 1.348
110 F -6.592 7.463 -5.906  C105 1.351
111 H -9.064 7.117 -5.676  C104 1.090
112 H -9.044 6.838 -7.430  C104 1.086
113 H -6.699 6.096 -7.355  C105 1.091
114 C -1.969 -5.627 2.280  C115 1.512, O119 1.432, H121 1.091, H122 1.086
115 C -1.073 -5.681 1.063  C114 1.512, O116 1.418, F120 1.354, H123 1.092
116 O -2.011 -5.727 0.001  C115 1.418, C117 1.363
117 C -3.139 -5.092 0.430  O116 1.363, O118 1.185, O119 1.351
118 O -4.011 -4.725 -0.284  C117 1.185
119 O -3.114 -4.931 1.771  C114 1.432, C117 1.351
120 F -0.315 -6.802 1.035  C115 1.354
121 H -2.263 -6.625 2.606  C114 1.091
122 H -1.529 -5.090 3.115  C114 1.086
123 H -0.426 -4.811 0.935  C115 1.092
124 C 0.296 -0.009 7.873  C125 1.509, O129 1.432, H131 1.090, H132 1.086
125 C -0.614 0.619 6.845  C124 1.509, O126 1.417, F130 1.362, H133 1.089
126 O -1.778 -0.184 6.939  C125 1.417, C127 1.366
127 C -1.835 -0.662 8.217  O126 1.366, O128 1.183, O129 1.357
128 O -2.793 -1.147 8.713  C127 1.183
129 O -0.642 -0.493 8.840  C124 1.432, C127 1.357
130 F -0.102 0.517 5.588  C125 1.362
131 H 0.862 -0.845 7.462  C124 1.090
132 H 0.987 0.701 8.320  C124 1.086
133 H -0.872 1.657 7.044  C125 1.089
134 C -0.150 2.970 11.046  C135 1.513, O139 1.434, H141 1.091, H142 1.086
135 C 1.095 3.829 11.079  C134 1.513, O136 1.420, F140 1.351, H143 1.091
136 O 1.624 3.643 9.774  C135 1.420, C137 1.358
137 C 0.578 3.372 8.951  O136 1.358, O138 1.187, O139 1.352
138 O 0.620 3.402 7.765  C137 1.187
139 O -0.525 3.053 9.665  C134 1.434, C137 1.352
140 F 1.992 3.392 11.989  C135 1.351
141 H 0.070 1.933 11.302  C134 1.091
142 H -0.945 3.338 11.687  C134 1.086
143 H 0.910 4.892 11.242  C135 1.091
144 C -1.156 7.404 -1.306  C145 1.512, O149 1.431, H151 1.091, H152 1.086
145 C 0.274 7.544 -0.836  C144 1.512, O146 1.412, F150 1.359, H153 1.091
146 O 0.811 8.467 -1.759  C145 1.412, C147 1.370
147 C -0.221 9.260 -2.188  O146 1.370, O148 1.181, O149 1.356
148 O -0.087 10.286 -2.758  C147 1.181
149 O -1.410 8.702 -1.855  C144 1.431, C147 1.356
150 F 0.956 6.372 -0.933  C145 1.359
151 H -1.250 6.650 -2.089  C144 1.091
152 H -1.852 7.178 -0.504  C144 1.086
153 H 0.384 7.936 0.176  C145 1.091
154 C 8.210 1.278 -3.600  C155 1.512, O159 1.430, H161 1.091, H162 1.086
155 C 9.558 0.660 -3.899  C154 1.512, O156 1.417, F160 1.354, H163 1.091
156 O 9.386 -0.671 -3.444  C155 1.417, C157 1.361
157 C 8.063 -0.969 -3.558  O156 1.361, O158 1.185, O159 1.352
158 O 7.609 -2.063 -3.512  C157 1.185
159 O 7.335 0.155 -3.740  C154 1.430, C157 1.352
160 F 10.554 1.248 -3.195  C155 1.354
161 H 8.162 1.652 -2.576  C154 1.091
162 H 7.937 2.072 -4.288  C154 1.086
163 H 9.828 0.648 -4.956  C155 1.091

=====

4.
This record from the Open Molecules 2025 dataset describes 3 unconnected molecules or ions with the total composition C15H38I2N2O11P2. The level of theory is wB97M-V/def2-TZVPD.

The value obtained for the HOMO energy is -0.321 hartree. The net charge is 0. The calculation puts the frontier orbital gap at 8.8 eV. As for the lowest unoccupied orbital energy: 0.033 eV. The SMILES is C[C@@H](I)[C@@H](I)O[P@](=O)(O)OP(=O)(O)O.COCCNCCOC.COCCNCCOC.

Last columns: bonded neighbours and bond lengths (Å).
Element x y z (Å)
1 C 1.574 1.031 1.427  C2 1.534, H15 1.088, H16 1.094, H17 1.091
2 C 0.598 2.140 1.017  C1 1.534, I3 2.144, C4 1.522, H18 1.089
3 I 1.660 3.702 0.001  C2 2.144
4 C -0.488 1.611 0.093  C2 1.522, I5 2.158, O6 1.399, H19 1.088
5 I -1.653 0.137 1.155  C4 2.158
6 O -1.261 2.607 -0.514  C4 1.399, P7 1.578
7 P -2.359 3.588 0.052  O6 1.578, O8 1.446, O9 1.595, O10 1.595
8 O -2.532 4.766 -0.768  P7 1.446
9 O -1.997 3.844 1.585  P7 1.595, H20 0.970
10 O -3.607 2.602 0.170  P7 1.595, P11 1.614
11 P -4.855 2.554 1.192  O10 1.614, O12 1.449, O13 1.576, O14 1.591
12 O -5.683 3.740 1.273  P11 1.449
13 O -5.568 1.255 0.655  P11 1.576, H21 0.968
14 O -4.175 2.124 2.564  P11 1.591, H22 0.967
15 H 2.586 1.413 1.539  C1 1.088
16 H 1.602 0.239 0.673  C1 1.094
17 H 1.255 0.574 2.365  C1 1.091
18 H 0.140 2.590 1.896  C2 1.089
19 H -0.051 1.057 -0.736  C4 1.088
20 H -1.552 4.704 1.655  O9 0.970
21 H -4.961 0.526 0.458  O13 0.968
22 H -4.463 2.717 3.273  O14 0.967
23 C -7.351 -2.469 3.093  O24 1.411, H32 1.089, H33 1.096, H34 1.095
24 O -6.784 -3.653 3.611  C23 1.411, C25 1.422
25 C -6.896 -4.793 2.769  O24 1.422, C26 1.513, H35 1.095, H36 1.093
26 C -5.547 -5.206 2.221  C25 1.513, N27 1.454, H37 1.095, H38 1.099
27 N -5.040 -4.220 1.280  C26 1.454, C28 1.456, H39 1.012
28 C -3.666 -4.426 0.843  N27 1.456, C29 1.525, H40 1.093, H41 1.095
29 C -2.559 -4.382 1.892  C28 1.525, O30 1.416, H42 1.093, H43 1.097
30 O -2.359 -3.102 2.464  C29 1.416, C31 1.414
31 C -3.202 -2.771 3.551  O30 1.414, H44 1.094, H45 1.094, H46 1.090
32 H -7.361 -1.738 3.899  C23 1.089
33 H -6.777 -2.058 2.254  C23 1.096
34 H -8.379 -2.633 2.754  C23 1.095
35 H -7.597 -4.595 1.952  C25 1.095
36 H -7.297 -5.611 3.372  C25 1.093
37 H -5.657 -6.165 1.705  C26 1.095
38 H -4.879 -5.370 3.079  C26 1.099
39 H -5.124 -3.300 1.692  N27 1.012
40 H -3.440 -3.659 0.097  C28 1.093
41 H -3.608 -5.392 0.330  C28 1.095
42 H -1.623 -4.632 1.388  C29 1.093
43 H -2.706 -5.125 2.685  C29 1.097
44 H -3.453 -3.653 4.148  C31 1.094
45 H -4.133 -2.294 3.232  C31 1.094
46 H -2.658 -2.065 4.180  C31 1.090
47 C 8.538 3.540 -2.348  O48 1.411, H56 1.089, H57 1.096, H58 1.095
48 O 7.941 3.412 -3.620  C47 1.411, C49 1.421
49 C 8.311 2.245 -4.342  O48 1.421, C50 1.513, H59 1.095, H60 1.093
50 C 7.153 1.278 -4.460  C49 1.513, N51 1.454, H61 1.095, H62 1.099
51 N 6.819 0.695 -3.170  C50 1.454, C52 1.457, H63 1.012
52 C 5.600 -0.102 -3.148  N51 1.457, C53 1.525, H64 1.093, H65 1.096
53 C 4.280 0.586 -3.479  C52 1.525, O54 1.415, H66 1.093, H67 1.097
54 O 3.860 1.532 -2.515  C53 1.415, C55 1.415
55 C 4.400 2.832 -2.655  O54 1.415, H68 1.094, H69 1.094, H70 1.090
56 H 8.317 4.545 -1.991  C47 1.089
57 H 8.147 2.817 -1.623  C47 1.096
58 H 9.624 3.417 -2.402  C47 1.095
59 H 9.169 1.758 -3.866  C49 1.095
60 H 8.610 2.559 -5.345  C49 1.093
61 H 7.438 0.474 -5.146  C50 1.095
62 H 6.316 1.820 -4.920  C50 1.099
63 H 6.745 1.434 -2.483  N51 1.012
64 H 5.506 -0.531 -2.147  C52 1.093
65 H 5.727 -0.941 -3.841  C52 1.096
66 H 3.506 -0.186 -3.497  C53 1.093
67 H 4.295 1.047 -4.474  C53 1.097
68 H 4.564 3.090 -3.705  C55 1.094
69 H 5.343 2.951 -2.113  C55 1.094
70 H 3.673 3.521 -2.226  C55 1.090